Entry 1:
Molecular formula: C2H4INO
Method: DFT, wB97M-V/def2-TZVPD

Geometry as XYZ:
```
9
Properties=species:S:1:pos:R:3:nbo_charge:R:1
C -0.70 -0.72 -0.12 0.188
C -0.83 0.52 -0.44 -0.557
N 1.88 0.15 -0.03 -0.911
O -0.16 -1.33 0.92 -0.697
I 1.58 -0.22 1.83 1.007
H -1.06 -1.59 -0.86 0.192
H -1.64 0.68 -1.11 0.220
H -0.54 1.42 0.15 0.195
H 1.47 1.10 -0.34 0.361
```

Summary:
Largest force on an atom   0.10815 hartree/bohr
Electronic energy   -506.08118 hartree
Frontier orbital gap   0.2568 Ha
HOMO   -8.9 eV

Entry 2:
Molecular formula: C2H4INO2
Method: DFT, wB97M-V/def2-TZVPD

Geometry as XYZ:
```
10
Properties=species:S:1:pos:R:3:nbo_charge:R:1
C 0.68 -2.58 -0.21 -0.404
C -0.03 -1.49 0.04 -0.324
I -2.12 -1.46 0.15 0.116
H 1.76 -2.42 -0.22 0.206
H 0.29 -3.63 -0.32 0.211
H 0.50 -0.66 0.13 0.194
O -0.28 1.56 -0.10 -0.300
N -0.69 2.67 -0.21 0.352
O 0.08 3.55 0.47 -0.537
H -0.20 4.47 0.28 0.487
```

Summary:
Largest force on an atom   0.08520 hartree/bohr
SMILES   C=CI.O=NO
Electronic energy   -581.39533 hartree
Frontier orbital gap   0.3372 Ha
HOMO   -9.0 eV